Below is a molecular structure, C8H11N3S in a non-equilibrium geometry, with properties calculated with ωB97M-V with the def2-TZVPD basis set.

Cartesian coordinates (Å):
1 C -2.8205 0.4401 0.3118
2 C 2.0715 0.1617 -0.0556
3 C -0.9850 -1.1113 1.2075
4 C -0.6504 -1.8019 -0.1171
5 C -1.4813 0.3223 0.7836
6 C -0.4743 0.8084 -0.2055
7 C 3.5261 0.3056 0.2537
8 C -1.1172 1.3932 -1.5649
9 N -3.8861 0.5693 -0.0900
10 N 1.4585 -0.8497 -0.4305
11 N 0.2516 -0.9341 -0.7456
12 S 0.9611 1.5223 0.5105
13 H -1.6529 -1.6042 2.0051
14 H 0.0558 -0.9687 1.5175
15 H -0.3397 -2.8129 0.1604
16 H -1.4185 -1.9804 -0.8557
17 H -1.5010 0.9023 1.7593
18 H 3.7655 -0.0335 1.2655
19 H 3.6719 1.4395 0.0848
20 H 4.0386 -0.2745 -0.4472
21 H -1.6542 2.3286 -1.3577
22 H -1.6846 0.5066 -1.8508
23 H -0.1348 1.6715 -2.1391

Computed properties:
Molecular weight = 181.264 g/mol
Highest occupied orbital energy = -8.3 eV
E_LUMO = 0.61 eV